P) {
  "formula": "C5H12O2",
  "method": "ωB97M-V/def2-TZVPD",
  "homo_ev": [-7.6, -7.4],
  "homo_lumo_gap_ev": [8.191, 7.963],
  "lumo_energy_ev": [0.612, 0.606],
  "symbols": ["C", "O", "C", "C", "C", "C", "O", "H", "H", "H", "H", "H", "H", "H", "H", "H", "H", "H", "H"],
  "coordinates": [[1.811, -1.631, -0.413], [1.356, -0.439, -0.140], [0.192, 0.069, -0.399], [-1.059, -2.004, 1.590], [-0.172, 1.393, 0.183], [-0.504, 2.397, -0.924], [0.611, 2.642, -1.749], [1.187, -2.315, -0.981], [-0.006, -2.116, 1.303], [2.868, -1.762, -0.243], [-0.508, -0.547, -0.962], [-1.260, -2.627, 2.465], [-1.701, -2.321, 0.763], [-1.277, -0.962, 1.834], [0.669, 1.770, 0.775], [-1.037, 1.304, 0.860], [-1.360, 2.017, -1.508], [-0.799, 3.360, -0.496], [0.989, 1.776, -1.960]]
}

=====

Q) {
  "formula": "C5H12O2",
  "method": "ωB97M-V/def2-TZVPD",
  "smiles": "CC[C@H]1O[C@@H]1C.O",
  "homo_ev": -10.4,
  "homo_lumo_gap_ev": 11.437,
  "lumo_energy_ev": 1.010,
  "symbols": ["C", "C", "C", "O", "C", "C", "O", "H", "H", "H", "H", "H", "H", "H", "H", "H", "H", "H", "H"],
  "coordinates": [[2.157, 1.008, 0.924], [1.135, -0.054, 1.303], [0.589, -0.693, 0.055], [-0.707, -1.245, 0.182], [-0.520, -0.052, -0.640], [-0.939, -0.285, -2.060], [-2.765, 0.119, 0.894], [2.946, 0.560, 0.309], [1.676, 1.800, 0.335], [2.613, 1.464, 1.807], [1.574, -0.835, 1.933], [0.301, 0.376, 1.873], [1.275, -1.301, -0.530], [-2.063, -0.554, 0.958], [-0.861, 0.893, -0.212], [-0.886, -1.358, -2.260], [-1.979, 0.040, -2.198], [-0.312, 0.264, -2.765], [-3.233, -0.145, 0.093]]
}

=====

R) {
  "formula": "C5H12O2",
  "method": "ωB97M-V/def2-TZVPD",
  "homo_ev": -8.0,
  "homo_lumo_gap_ev": 8.801,
  "lumo_energy_ev": 0.761,
  "symbols": ["C", "C", "C", "O", "C", "C", "O", "H", "H", "H", "H", "H", "H", "H", "H", "H", "H", "H", "H"],
  "coordinates": [[2.259, 0.408, 1.077], [1.103, 0.689, 0.130], [0.258, -0.517, -0.148], [-0.422, -0.843, 1.703], [-1.057, -0.438, -0.673], [-1.626, 0.858, -1.244], [-1.453, -1.584, -1.401], [1.849, 0.070, 2.033], [2.908, -0.381, 0.678], [2.865, 1.307, 1.231], [0.469, 1.492, 0.523], [1.476, 1.057, -0.838], [0.763, -1.491, -0.198], [-0.409, -1.805, 1.835], [-1.230, -0.656, 0.698], [-1.305, 1.010, -2.281], [-2.723, 0.816, -1.261], [-1.345, 1.748, -0.668], [-2.382, -1.741, -1.196]]
}

=====

The structure with the least stability is P).

=====

P) {
  "formula": "C5H17N2O",
  "method": "ωB97M-V/def2-TZVPD",
  "homo_ev": -13.2,
  "homo_lumo_gap_ev": 9.569,
  "charge": 1,
  "lumo_energy_ev": -3.612,
  "symbols": ["N", "C", "C", "N", "C", "C", "C", "H", "H", "H", "H", "H", "H", "H", "H", "H", "H", "H", "H", "H", "H", "H", "H", "H", "O"],
  "coordinates": [[0.387, -1.838, -1.313], [1.392, -0.754, -1.514], [1.232, 0.378, -0.442], [0.300, -0.059, 0.608], [-0.628, 0.927, 1.231], [-1.710, 0.251, 2.091], [1.016, -0.781, 1.665], [0.600, -2.691, -1.842], [0.217, -2.047, -0.328], [-0.512, -1.521, -1.684], [2.413, -1.070, -1.278], [1.328, -0.240, -2.490], [0.983, 1.399, -0.803], [2.238, 0.559, 0.001], [-1.243, 1.304, 0.370], [-0.050, 1.757, 1.682], [-2.700, 0.615, 1.887], [-1.636, -0.832, 2.138], [-1.532, 0.557, 3.127], [0.401, -1.095, 2.496], [1.959, -0.331, 1.998], [1.413, -1.739, 1.237], [-1.497, 2.266, -1.227], [-1.028, 1.165, -1.941], [-1.703, 1.833, -2.077]]
}

=====

Q) {
  "formula": "C5H17N2O",
  "method": "ωB97M-V/def2-TZVPD",
  "homo_ev": -13.7,
  "homo_lumo_gap_ev": 6.458,
  "charge": 1,
  "lumo_energy_ev": -7.251,
  "symbols": ["C", "N", "C", "C", "N", "C", "C", "H", "H", "H", "H", "H", "H", "H", "H", "H", "H", "H", "H", "H", "H", "H", "H", "H", "O"],
  "coordinates": [[0.969, 1.379, -0.577], [0.795, 1.271, -2.073], [-0.582, 1.677, -2.500], [-0.026, 0.550, 0.147], [0.307, 0.905, 3.438], [1.121, -1.433, 0.950], [-0.099, -0.928, 0.068], [0.749, 2.475, -0.364], [1.997, 0.985, -0.177], [1.127, 0.323, -2.483], [-1.081, 1.330, -1.608], [-0.686, 2.697, -2.568], [-0.722, 1.229, -3.504], [-1.029, 0.968, 0.145], [-0.670, 1.199, 3.749], [0.154, 0.820, 2.385], [0.927, 1.752, 3.457], [1.898, -2.003, 0.484], [1.501, -0.498, 1.430], [0.952, -2.117, 1.822], [-0.948, -1.468, 0.565], [-0.101, -1.424, -0.889], [-2.383, -3.523, -1.337], [-2.267, -3.155, 0.173], [-1.903, -3.012, -0.732]]
}

=====

R) {
  "formula": "C5H17N2O",
  "method": "ωB97M-V/def2-TZVPD",
  "homo_ev": -11.7,
  "homo_lumo_gap_ev": 8.516,
  "charge": 1,
  "lumo_energy_ev": -3.186,
  "symbols": ["C", "C", "C", "C", "C", "N", "N", "H", "H", "H", "H", "H", "H", "H", "H", "H", "H", "H", "H", "H", "H", "H", "H", "H", "O"],
  "coordinates": [[0.479, 1.613, 1.239], [-0.317, 0.735, 0.320], [0.564, -0.301, -0.475], [0.488, -1.726, -0.001], [2.189, -3.485, -0.531], [1.031, -2.701, -0.969], [-0.951, 1.674, -0.759], [1.018, 1.010, 1.987], [-0.041, 2.338, 1.868], [1.374, 2.065, 0.796], [-1.188, 0.343, 0.843], [1.597, 0.033, -0.351], [0.221, -0.175, -1.499], [0.787, -1.887, 1.037], [-0.586, -1.999, 0.031], [3.140, -2.950, -0.544], [2.044, -3.895, 0.466], [2.239, -4.304, -1.244], [1.255, -2.190, -1.818], [-1.831, 1.246, -1.030], [-0.390, 1.720, -1.597], [-0.987, 2.599, -0.330], [-3.908, 4.083, 0.557], [-4.469, 3.007, 1.308], [-3.758, 3.149, 0.698]]
}

=====

The structure with the least stability is Q).

=====

P) {
  "formula": "C5H4",
  "method": "ωB97M-V/def2-TZVPD",
  "homo_ev": -10.2,
  "homo_lumo_gap_ev": 6.037,
  "lumo_energy_ev": -4.171,
  "symbols": ["C", "C", "C", "C", "C", "H", "H", "H", "H"],
  "coordinates": [[1.401, -1.846, -1.725], [1.627, -2.757, -2.427], [-0.398, 0.729, 0.517], [-1.480, 0.982, 1.168], [0.769, 0.324, 0.002], [-2.469, 1.250, 0.714], [-1.634, 1.020, 2.214], [1.478, 1.048, -0.132], [0.705, -0.749, -0.330]]
}

=====

Q) {
  "formula": "C5H4",
  "method": "ωB97M-V/def2-TZVPD",
  "homo_ev": -7.7,
  "homo_lumo_gap_ev": 6.970,
  "lumo_energy_ev": -0.721,
  "symbols": ["C", "C", "C", "C", "C", "H", "H", "H", "H"],
  "coordinates": [[-0.753, -0.611, 0.576], [-0.818, 0.709, -0.274], [0.379, 0.063, -0.069], [2.765, 0.190, 0.118], [-2.105, 0.010, 0.136], [3.075, -0.803, 0.234], [2.910, 0.504, -0.951], [-2.701, -0.303, -0.713], [-2.751, 0.239, 0.943]]
}

=====

R) {
  "formula": "C5H4",
  "method": "ωB97M-V/def2-TZVPD",
  "smiles": "C#CCC#C",
  "homo_ev": -9.9,
  "homo_lumo_gap_ev": 10.881,
  "lumo_energy_ev": 0.974,
  "symbols": ["C", "C", "C", "C", "C", "H", "H", "H", "H"],
  "coordinates": [[0.730, -1.109, 1.963], [0.076, -0.808, 0.977], [-0.590, -0.383, -0.272], [-0.023, 0.745, -1.007], [0.373, 1.744, -1.548], [1.126, -1.457, 2.944], [-1.659, -0.085, -0.013], [-0.770, -1.262, -1.008], [0.737, 2.616, -2.035]]
}

=====

S) {
  "formula": "C5H4",
  "method": "ωB97M-V/def2-TZVPD",
  "smiles": "C[C@]12C3=C1[C@@H]32",
  "homo_ev": -9.0,
  "homo_lumo_gap_ev": 9.793,
  "lumo_energy_ev": 0.841,
  "symbols": ["C", "C", "C", "C", "C", "H", "H", "H", "H"],
  "coordinates": [[0.642, 0.036, -1.104], [-0.311, -0.039, 0.027], [-1.517, -0.716, 0.350], [-0.752, -1.028, 1.581], [-0.376, 0.329, 1.364], [0.916, 1.078, -1.297], [0.205, -0.399, -2.005], [1.560, -0.508, -0.855], [-0.367, 1.247, 1.938]]
}

=====

The structure with the least stability is P).

=====

P) {
  "formula": "C3H11NOS2",
  "method": "ωB97M-V/def2-TZVPD",
  "smiles": "NCCCSS.O",
  "homo_ev": -8.6,
  "homo_lumo_gap_ev": 8.852,
  "lumo_energy_ev": 0.211,
  "symbols": ["S", "S", "C", "C", "C", "N", "H", "H", "H", "H", "H", "H", "H", "H", "H", "H", "H", "O"],
  "coordinates": [[-2.028, 2.296, 1.547], [-1.432, 1.535, -0.342], [0.130, 0.693, -0.277], [0.103, -0.804, -0.549], [-0.380, -1.117, -2.000], [0.206, -2.397, -2.407], [-2.487, 3.491, 1.259], [0.821, 1.168, -0.984], [0.586, 0.932, 0.717], [0.979, -1.398, -0.285], [-0.594, -1.163, 0.210], [-1.457, -1.128, -2.121], [-0.052, -0.271, -2.604], [0.539, -2.416, -3.366], [1.055, -2.627, -1.907], [0.632, 1.320, 4.623], [1.799, 0.561, 3.975], [1.580, 1.324, 4.511]]
}

=====

Q) {
  "formula": "C3H11NOS2",
  "method": "ωB97M-V/def2-TZVPD",
  "smiles": "CNCCSS.O",
  "homo_ev": -8.1,
  "homo_lumo_gap_ev": 8.557,
  "lumo_energy_ev": 0.482,
  "symbols": ["S", "S", "C", "C", "N", "C", "H", "H", "H", "H", "H", "H", "H", "H", "H", "H", "H", "O"],
  "coordinates": [[1.676, 1.193, 0.011], [0.311, 0.279, 1.261], [-0.471, -0.682, -0.052], [-1.352, -1.781, 0.522], [-2.566, -1.299, 1.146], [-3.419, -0.364, 0.424], [1.867, 2.332, 0.681], [0.266, -1.164, -0.697], [-1.010, 0.000, -0.691], [-1.529, -2.513, -0.281], [-0.777, -2.331, 1.282], [-3.137, -2.074, 1.451], [-3.787, 0.417, 1.065], [-2.909, 0.140, -0.405], [-4.286, -0.860, -0.031], [2.744, 1.397, -3.459], [4.062, 0.744, -4.001], [3.199, 0.556, -3.626]]
}

=====

The structure with the least stability is P).

=====

P) {
  "formula": "C3H11NOS2",
  "method": "ωB97M-V/def2-TZVPD",
  "smiles": "CSSCCN.O",
  "homo_ev": -8.7,
  "homo_lumo_gap_ev": 9.474,
  "lumo_energy_ev": 0.759,
  "symbols": ["N", "C", "C", "S", "S", "C", "H", "H", "H", "H", "H", "H", "H", "H", "H", "H", "H", "O"],
  "coordinates": [[-2.729, 0.069, 1.076], [-1.247, 0.127, 1.402], [-0.566, -0.789, 0.343], [1.276, -0.772, 0.699], [2.127, 0.196, -0.844], [3.036, -0.853, -2.039], [-3.145, -0.372, 1.897], [-2.878, -0.644, 0.367], [-1.005, 1.184, 1.426], [-1.039, -0.231, 2.406], [-0.929, -1.782, 0.626], [-0.825, -0.479, -0.667], [2.525, -0.702, -3.004], [4.031, -0.439, -2.129], [3.132, -1.925, -1.815], [-3.903, 2.209, 0.541], [-4.404, 3.392, -0.206], [-4.378, 2.432, -0.281]]
}

=====

Q) {
  "formula": "C3H11NOS2",
  "method": "ωB97M-V/def2-TZVPD",
  "smiles": "NCCCSS.O",
  "homo_ev": -8.9,
  "homo_lumo_gap_ev": 9.115,
  "lumo_energy_ev": 0.247,
  "symbols": ["S", "S", "C", "C", "C", "N", "H", "H", "H", "H", "H", "H", "H", "H", "H", "H", "H", "O"],
  "coordinates": [[2.995, -0.079, -3.385], [1.664, -0.738, -1.785], [0.533, 0.684, -1.946], [-0.772, 0.224, -1.189], [-0.655, -0.090, 0.338], [-1.869, -0.165, 1.110], [2.704, -1.141, -4.131], [0.443, 0.996, -2.990], [0.924, 1.513, -1.343], [-1.283, -0.628, -1.671], [-1.518, 1.006, -1.222], [-0.099, 0.756, 0.766], [0.140, -0.900, 0.438], [-1.625, -0.621, 1.999], [-2.545, -0.816, 0.655], [-0.053, -0.043, 5.478], [0.462, 0.343, 4.076], [0.554, -0.300, 4.802]]
}

=====

The structure with the least stability is Q).